ORCA calculation (the ωB97M-V functional and the def2-TZVPD basis) on C4H8O3 as an isolated structure.

Geometry (Å):
O (0.871, 0.158, -0.040)
C (1.599, 0.385, 1.204)
C (0.321, 0.915, 1.861)
C (-0.264, 0.691, 0.479)
O (-1.308, 0.881, -0.073)
C (-1.261, -1.913, -1.530)
O (-1.726, -0.838, -2.305)
H (-0.234, -1.759, -1.167)
H (2.388, 1.120, 1.038)
H (2.009, -0.548, 1.595)
H (0.316, 1.952, 2.199)
H (-0.124, 0.266, 2.618)
H (-1.264, -2.803, -2.167)
H (-1.905, -2.117, -0.658)
H (-1.688, -0.056, -1.734)

Output
LUMO energy in eV: 0.658
Net charge: 0
Energy above the lowest of the compared OMol25 structures with the same formula, charge and spin in kJ/mol: 169.6
Electronic energy in Eh: -382.90023
Frontier orbital gap in eV: 10.2

Which charges does Mulliken predict for the atoms? In e, they are: atom 1 (O): -0.35, atom 2 (C): -0.23, atom 3 (C): -0.47, atom 4 (C): 0.67, atom 5 (O): -0.64, atom 6 (C): -0.50, atom 7 (O): -0.52, atom 8 (H): 0.17, atom 9 (H): 0.24, atom 10 (H): 0.25, atom 11 (H): 0.27, atom 12 (H): 0.23, atom 13 (H): 0.28, atom 14 (H): 0.22, atom 15 (H): 0.40



ORCA calculation (the ωB97M-V functional and the def2-TZVPD basis) on one molecule with the formula C4H8O3.

Geometry (Å):
C (-2.842, 0.013, -0.237)
O (-1.641, -0.284, 0.480)
C (-0.518, 0.071, -0.164)
O (-0.517, 0.540, -1.280)
C (0.720, -0.161, 0.664)
C (1.966, 0.032, -0.181)
O (3.087, -0.153, 0.660)
H (-2.816, -0.434, -1.234)
H (-3.657, -0.404, 0.354)
H (-2.957, 1.095, -0.340)
H (0.721, 0.550, 1.500)
H (0.698, -1.160, 1.112)
H (1.957, -0.688, -1.012)
H (1.947, 1.037, -0.624)
H (3.879, -0.028, 0.123)

Output
LUMO energy in eV: 0.860
Net charge: 0
SMILES: COC(=O)CCO
Energy above the lowest of the compared OMol25 structures with the same formula, charge and spin in kJ/mol: 85.2
Electronic energy in Eh: -382.93236
Frontier orbital gap in eV: 11.3

Which charges does Mulliken predict for the atoms? In e, they are: atom 1 (C): -0.63, atom 2 (O): -0.31, atom 3 (C): 0.62, atom 4 (O): -0.57, atom 5 (C): -0.44, atom 6 (C): -0.40, atom 7 (O): -0.51, atom 8 (H): 0.28, atom 9 (H): 0.22, atom 10 (H): 0.29, atom 11 (H): 0.27, atom 12 (H): 0.30, atom 13 (H): 0.28, atom 14 (H): 0.28, atom 15 (H): 0.31



ORCA calculation (the ωB97M-V functional and the def2-TZVPD basis) on one molecule with the formula C4H8O3 in a non-equilibrium geometry.

Geometry (Å):
C (-1.357, 1.149, 0.184)
C (-0.785, 0.143, -0.844)
O (-0.053, 0.760, -1.884)
C (0.123, -0.914, -0.158)
C (1.197, -0.486, 0.757)
O (1.487, 0.583, 1.213)
O (2.038, -1.563, 1.034)
H (-0.597, 1.411, 0.910)
H (-2.106, 0.562, 0.727)
H (-1.742, 1.987, -0.371)
H (-1.538, -0.450, -1.363)
H (0.636, 1.346, -1.528)
H (-0.498, -1.574, 0.473)
H (0.568, -1.567, -0.913)
H (2.627, -1.386, 1.765)

Output
LUMO energy in eV: 0.727
Net charge: 0
SMILES: C[C@@H](O)CC(=O)O
Energy above the lowest of the compared OMol25 structures with the same formula, charge and spin in kJ/mol: 64.0
Electronic energy in Eh: -382.94044
Frontier orbital gap in eV: 11.2

Which charges does Mulliken predict for the atoms? In e, they are: atom 1 (C): -1.21, atom 2 (C): 0.18, atom 3 (O): -0.56, atom 4 (C): -0.55, atom 5 (C): 0.49, atom 6 (O): -0.55, atom 7 (O): -0.48, atom 8 (H): 0.30, atom 9 (H): 0.35, atom 10 (H): 0.35, atom 11 (H): 0.37, atom 12 (H): 0.34, atom 13 (H): 0.31, atom 14 (H): 0.32, atom 15 (H): 0.33



ORCA calculation (the ωB97M-V functional and the def2-TZVPD basis) on one molecule with the formula C4H8O3.

Geometry (Å):
C (-0.501, 0.527, -1.473)
C (-0.850, -0.401, -0.310)
O (-0.713, -1.736, -0.720)
C (0.005, -0.164, 0.997)
O (0.826, -1.274, 1.258)
C (0.880, 1.071, 0.923)
O (2.085, 0.985, 1.007)
H (-1.089, 0.228, -2.345)
H (-0.738, 1.574, -1.250)
H (0.560, 0.450, -1.737)
H (-1.902, -0.231, -0.043)
H (-0.003, -2.115, -0.174)
H (-0.684, -0.022, 1.843)
H (1.742, -0.942, 1.222)
H (0.383, 2.050, 0.801)

Output
LUMO energy in eV: 0.730
Net charge: 0
SMILES: C[C@@H](O)[C@@H](O)C=O
Energy above the lowest of the compared OMol25 structures with the same formula, charge and spin in kJ/mol: 149.0
Electronic energy in Eh: -382.90807
Frontier orbital gap in eV: 11.0

Which charges does Mulliken predict for the atoms? In e, they are: atom 1 (C): -1.41, atom 2 (C): 0.30, atom 3 (O): -0.59, atom 4 (C): 0.22, atom 5 (O): -0.64, atom 6 (C): 0.01, atom 7 (O): -0.55, atom 8 (H): 0.39, atom 9 (H): 0.34, atom 10 (H): 0.32, atom 11 (H): 0.23, atom 12 (H): 0.38, atom 13 (H): 0.23, atom 14 (H): 0.35, atom 15 (H): 0.41



ORCA calculation (the ωB97M-V functional and the def2-TZVPD basis) on one molecule with the formula C4H8O3.

Geometry (Å):
C (2.453, -0.048, 0.482)
O (1.127, 0.352, 0.117)
C (0.221, -0.621, 0.012)
O (0.477, -1.805, -0.022)
C (-1.212, -0.118, 0.101)
C (-1.536, 1.174, -0.634)
O (-2.080, -1.139, -0.307)
H (2.532, 0.012, 1.572)
H (3.135, 0.662, 0.017)
H (2.657, -1.065, 0.146)
H (-1.308, 0.076, 1.186)
H (-0.837, 1.968, -0.361)
H (-2.547, 1.486, -0.355)
H (-1.514, 1.028, -1.717)
H (-1.569, -1.962, -0.235)

Output
LUMO energy in eV: 0.809
Net charge: 0
SMILES: COC(=O)[C@@H](C)O
Energy above the lowest of the compared OMol25 structures with the same formula, charge and spin in kJ/mol: 79.4
Electronic energy in Eh: -382.93457
Frontier orbital gap in eV: 11.2

Which charges does Mulliken predict for the atoms? In e, they are: atom 1 (C): -0.66, atom 2 (O): -0.30, atom 3 (C): 0.63, atom 4 (O): -0.64, atom 5 (C): 0.44, atom 6 (C): -1.19, atom 7 (O): -0.56, atom 8 (H): 0.27, atom 9 (H): 0.22, atom 10 (H): 0.33, atom 11 (H): 0.13, atom 12 (H): 0.34, atom 13 (H): 0.33, atom 14 (H): 0.31, atom 15 (H): 0.36



ORCA calculation (the ωB97M-V functional and the def2-TZVPD basis) on one molecule with the formula C4H8O3.

Geometry (Å):
C (-1.556, 1.064, -0.793)
C (-0.386, 0.558, 0.037)
O (-0.749, 0.668, 1.393)
C (-0.025, -0.893, -0.335)
O (1.389, -1.098, -0.550)
C (2.174, -0.923, 0.504)
O (1.817, -0.584, 1.609)
H (-2.426, 0.410, -0.674)
H (-1.285, 1.102, -1.854)
H (-1.835, 2.068, -0.463)
H (0.495, 1.182, -0.184)
H (0.010, 0.339, 1.901)
H (-0.471, -1.201, -1.282)
H (-0.368, -1.562, 0.461)
H (3.217, -1.131, 0.231)

Output
LUMO energy in eV: 0.874
Net charge: 0
SMILES: C[C@@H](O)COC=O
Energy above the lowest of the compared OMol25 structures with the same formula, charge and spin in kJ/mol: 86.9
Electronic energy in Eh: -382.93171
Frontier orbital gap in eV: 11.2

Which charges does Mulliken predict for the atoms? In e, they are: atom 1 (C): -1.52, atom 2 (C): 0.64, atom 3 (O): -0.57, atom 4 (C): -0.61, atom 5 (O): -0.30, atom 6 (C): 0.17, atom 7 (O): -0.53, atom 8 (H): 0.35, atom 9 (H): 0.40, atom 10 (H): 0.36, atom 11 (H): 0.18, atom 12 (H): 0.39, atom 13 (H): 0.32, atom 14 (H): 0.35, atom 15 (H): 0.37



ORCA calculation (the ωB97M-V functional and the def2-TZVPD basis) on a 2-piece molecular cluster, C4H8O3 overall.

Geometry (Å):
C (1.500, -1.611, -1.368)
C (-1.214, -0.701, -1.206)
O (-1.016, -0.420, 0.081)
C (-0.453, 0.822, 0.374)
O (0.368, 1.343, -0.319)
C (-0.947, 1.365, 1.686)
O (-0.214, 2.486, 2.070)
H (2.443, -1.062, -1.350)
H (1.214, -1.874, -0.345)
H (1.596, -2.518, -1.967)
H (-1.458, -1.787, -1.153)
H (0.744, -0.955, -1.816)
H (-2.018, 1.591, 1.565)
H (-0.871, 0.573, 2.440)
H (0.327, 2.748, 1.309)

Output
LUMO energy in eV: -0.149
Net charge: 0
Energy above the lowest of the compared OMol25 structures with the same formula, charge and spin in kJ/mol: 427.5
Electronic energy in Eh: -382.80199
Frontier orbital gap in eV: 9.2

Which charges does Mulliken predict for the atoms? In e, they are: atom 1 (C): -0.93, atom 2 (C): -0.40, atom 3 (O): -0.16, atom 4 (C): 0.72, atom 5 (O): -0.51, atom 6 (C): -0.32, atom 7 (O): -0.52, atom 8 (H): 0.28, atom 9 (H): 0.22, atom 10 (H): 0.31, atom 11 (H): 0.23, atom 12 (H): 0.21, atom 13 (H): 0.25, atom 14 (H): 0.28, atom 15 (H): 0.35



ORCA calculation (the ωB97M-V functional and the def2-TZVPD basis) on a 2-piece molecular cluster, C4H8O3 overall.

Geometry (Å):
C (-1.868, 0.817, -0.983)
C (-0.874, 0.132, -0.048)
O (-1.447, -0.984, 0.578)
C (0.367, -0.285, -0.808)
O (0.765, -1.432, -0.785)
H (-1.429, 1.716, -1.431)
H (-2.754, 1.111, -0.415)
H (-2.181, 0.135, -1.780)
H (-0.539, 0.860, 0.708)
H (-0.876, -1.736, 0.344)
H (0.876, 0.491, -1.406)
C (2.496, -0.218, 1.511)
O (1.970, 0.777, 1.074)
H (2.340, -1.207, 1.043)
H (3.154, -0.177, 2.398)

Output
LUMO energy in eV: 0.592
Net charge: 0
SMILES: C[C@@H](O)C=O.C=O
Energy above the lowest of the compared OMol25 structures with the same formula, charge and spin in kJ/mol: 201.7
Electronic energy in Eh: -382.88798
Frontier orbital gap in eV: 10.8

Which charges does Mulliken predict for the atoms? In e, they are: atom 1 (C): -1.33, atom 2 (C): 0.38, atom 3 (O): -0.57, atom 4 (C): 0.11, atom 5 (O): -0.55, atom 6 (H): 0.37, atom 7 (H): 0.34, atom 8 (H): 0.32, atom 9 (H): 0.23, atom 10 (H): 0.37, atom 11 (H): 0.34, atom 12 (C): -0.06, atom 13 (O): -0.41, atom 14 (H): 0.20, atom 15 (H): 0.27



ORCA calculation (the ωB97M-V functional and the def2-TZVPD basis) on one molecule with the formula C4H8O3.

Geometry (Å):
C (-2.334, 0.080, -0.267)
C (-1.281, -0.763, 0.426)
O (-0.116, 0.045, 0.701)
C (0.959, -0.146, -0.063)
O (1.054, -0.954, -0.960)
C (2.097, 0.784, 0.306)
O (3.228, 0.504, -0.462)
H (-2.612, 0.940, 0.352)
H (-1.964, 0.440, -1.234)
H (-3.229, -0.523, -0.447)
H (-0.981, -1.617, -0.184)
H (-1.625, -1.119, 1.402)
H (1.755, 1.820, 0.158)
H (2.307, 0.671, 1.378)
H (2.967, -0.205, -1.073)

Output
LUMO energy in eV: 0.835
Net charge: 0
SMILES: CCOC(=O)CO
Energy above the lowest of the compared OMol25 structures with the same formula, charge and spin in kJ/mol: 72.7
Electronic energy in Eh: -382.93714
Frontier orbital gap in eV: 11.4

Which charges does Mulliken predict for the atoms? In e, they are: atom 1 (C): -1.02, atom 2 (C): -0.25, atom 3 (O): -0.32, atom 4 (C): 0.71, atom 5 (O): -0.62, atom 6 (C): -0.31, atom 7 (O): -0.54, atom 8 (H): 0.28, atom 9 (H): 0.28, atom 10 (H): 0.35, atom 11 (H): 0.33, atom 12 (H): 0.27, atom 13 (H): 0.24, atom 14 (H): 0.25, atom 15 (H): 0.36



ORCA calculation (the ωB97M-V functional and the def2-TZVPD basis) on C4H8O3 as an isolated structure.

Geometry (Å):
C (2.197, -0.049, 0.270)
O (0.929, 0.263, 0.860)
C (-0.115, -0.394, 0.392)
O (0.064, -1.530, -0.241)
C (-1.492, -0.123, 0.700)
C (-1.034, 0.948, -0.793)
O (-2.302, -1.054, 0.409)
H (2.425, -1.109, 0.400)
H (2.921, 0.566, 0.804)
H (2.197, 0.205, -0.795)
H (-1.714, 0.685, 1.410)
H (-0.601, 1.900, -0.483)
H (-2.086, 1.045, -1.063)
H (-0.497, 0.522, -1.646)
H (-0.893, -1.873, -0.225)

Output
LUMO energy in eV: 0.735
Net charge: 0
Energy above the lowest of the compared OMol25 structures with the same formula, charge and spin in kJ/mol: 330.8
Electronic energy in Eh: -382.83881
Frontier orbital gap in eV: 9.4

Which charges does Mulliken predict for the atoms? In e, they are: atom 1 (C): -0.65, atom 2 (O): -0.37, atom 3 (C): 0.39, atom 4 (O): -0.55, atom 5 (C): 0.37, atom 6 (C): -1.11, atom 7 (O): -0.78, atom 8 (H): 0.31, atom 9 (H): 0.22, atom 10 (H): 0.30, atom 11 (H): 0.41, atom 12 (H): 0.30, atom 13 (H): 0.41, atom 14 (H): 0.33, atom 15 (H): 0.42



ORCA calculation (the ωB97M-V functional and the def2-TZVPD basis) on a 2-piece molecular cluster, C4H8O4 overall in a non-equilibrium geometry.

Geometry (Å):
O (-2.057, 0.871, -2.179)
C (-1.675, 1.080, -1.000)
O (-2.179, 1.624, -0.054)
C (-0.115, 0.737, -1.148)
C (0.401, 0.115, 0.123)
C (1.915, 0.251, 0.595)
O (2.195, -0.551, 1.607)
H (0.341, 1.688, -1.334)
H (0.130, 0.049, -2.007)
H (0.425, -1.017, 0.169)
H (-0.174, 0.342, 1.017)
H (2.678, 0.069, -0.219)
H (2.035, 1.302, 0.816)
H (-0.536, -1.994, 1.353)
H (-1.983, -1.968, 0.924)
O (-1.400, -2.599, 1.335)

Output
LUMO energy in eV: 6.803
Net charge: -2
Energy above the lowest of the compared OMol25 structures with the same formula, charge and spin in kJ/mol: 148.3
Electronic energy in Eh: -458.08838
Frontier orbital gap in eV: 6.1

Which charges does Mulliken predict for the atoms? In e, they are: atom 1 (O): -0.71, atom 2 (C): 0.35, atom 3 (O): -0.67, atom 4 (C): -0.42, atom 5 (C): -0.05, atom 6 (C): -0.68, atom 7 (O): -0.93, atom 8 (H): 0.21, atom 9 (H): 0.17, atom 10 (H): -0.09, atom 11 (H): 0.43, atom 12 (H): 0.18, atom 13 (H): 0.25, atom 14 (H): 0.40, atom 15 (H): 0.34, atom 16 (O): -0.78



ORCA calculation (the ωB97M-V functional and the def2-TZVPD basis) on a 2-piece molecular cluster, C4H8O5 overall in a non-equilibrium geometry.

Geometry (Å):
C (-1.767, -1.189, 0.449)
C (-1.047, -0.022, -0.185)
O (-1.650, 0.555, -1.050)
C (0.500, 0.293, 0.261)
C (1.637, -0.980, -0.018)
O (2.726, -0.568, 0.724)
O (1.665, -0.845, -1.412)
O (0.928, 1.072, -0.691)
O (-0.992, 3.639, 0.289)
H (-1.433, -1.424, 1.469)
H (-2.863, -0.980, 0.389)
H (-1.593, -2.024, -0.254)
H (0.472, 0.820, 1.236)
H (1.169, -1.962, 0.370)
H (2.659, 0.441, 0.612)
H (0.860, 0.028, -1.567)
H (-1.271, 3.146, -0.622)

Output
LUMO energy (spin up / spin down) in eV: -1.878 / -3.022
Net charge: 0
Energy above the lowest of the compared OMol25 structures with the same formula, charge and spin in kJ/mol: 795.2
Electronic energy in Eh: -533.14280
Frontier orbital gap (spin up / spin down) in eV: 8.4 / 7.2

Which charges does Mulliken predict for the atoms? In e, they are: atom 1 (C): -1.16, atom 2 (C): 0.50, atom 3 (O): -0.49, atom 4 (C): -0.33, atom 5 (C): 0.35, atom 6 (O): -0.45, atom 7 (O): -0.63, atom 8 (O): -0.39, atom 9 (O): -0.36, atom 10 (H): 0.35, atom 11 (H): 0.35, atom 12 (H): 0.30, atom 13 (H): 0.46, atom 14 (H): 0.30, atom 15 (H): 0.37, atom 16 (H): 0.47, atom 17 (H): 0.35



What did the twelfth record say?
ORCA calculation (the ωB97M-V functional and the def2-TZVPD basis) on a 2-piece molecular cluster, C4H8O5 overall in a non-equilibrium geometry.

Geometry (Å):
C (-1.767, -1.189, 0.449)
C (-1.047, -0.022, -0.185)
O (-1.650, 0.555, -1.050)
C (0.500, 0.293, 0.261)
C (1.637, -0.980, -0.018)
O (2.726, -0.568, 0.724)
O (1.665, -0.845, -1.412)
O (0.928, 1.072, -0.691)
O (-0.992, 3.639, 0.289)
H (-1.433, -1.424, 1.469)
H (-2.863, -0.980, 0.389)
H (-1.593, -2.024, -0.254)
H (0.472, 0.820, 1.236)
H (1.169, -1.962, 0.370)
H (2.659, 0.441, 0.612)
H (0.860, 0.028, -1.567)
H (-1.271, 3.146, -0.622)

Output
LUMO energy (spin up / spin down) in eV: -1.878 / -3.022
Net charge: 0
Energy above the lowest of the compared OMol25 structures with the same formula, charge and spin in kJ/mol: 795.2
Electronic energy in Eh: -533.14280
Frontier orbital gap (spin up / spin down) in eV: 8.4 / 7.2

Which charges does Mulliken predict for the atoms? In e, they are: atom 1 (C): -1.16, atom 2 (C): 0.50, atom 3 (O): -0.49, atom 4 (C): -0.33, atom 5 (C): 0.35, atom 6 (O): -0.45, atom 7 (O): -0.63, atom 8 (O): -0.39, atom 9 (O): -0.36, atom 10 (H): 0.35, atom 11 (H): 0.35, atom 12 (H): 0.30, atom 13 (H): 0.46, atom 14 (H): 0.30, atom 15 (H): 0.37, atom 16 (H): 0.47, atom 17 (H): 0.35



Which of these has the highest electronic energy? number 7